Entry 1:
89
Properties=species:S:1:pos:R:3:mulliken_charge:R:1 method="wB97M-V/def2-TZVPD" lumo_ha=-0.002 de_lowest_ev=2.887 total_energy_ev=-62912.809 charge=0 e_homo_ev=-6.17 orbital_gap_ev=6.124
Sn 0.45318 0.40417 0.18596 1.376
C -0.21214 -4.64157 3.98536 -1.699
C 0.20345 -3.96268 2.70927 0.681
C -0.44762 -4.21653 1.49837 -1.129
C -0.12047 -3.55537 0.33395 -0.116
C 0.91552 -2.59985 0.29013 -0.087
N 1.25254 -1.78887 -0.76317 0.172
C 1.33639 -2.27650 -2.03320 0.389
C 1.36790 -3.65128 -2.35136 -0.698
C 1.37222 -4.12364 -3.64866 -1.082
C 1.37958 -3.25767 -4.73750 0.285
C 1.38886 -3.75590 -6.15651 -1.547
C 1.44456 -1.90208 -4.44997 -0.252
C 1.44556 -1.41317 -3.15198 -0.059
N 1.61007 0.00202 -3.00867 0.618
C 1.14627 0.94707 -3.85820 -0.403
C 1.66712 2.15433 -3.46437 -0.938
C 2.46455 1.83159 -2.35399 -0.314
N 2.43056 0.53569 -2.08576 -0.525
C 1.58050 -2.38672 1.51242 0.181
C 1.22555 -3.02900 2.69190 -0.546
N 2.71772 -1.52392 1.52521 0.439
C 3.95188 -1.83266 1.96043 -0.189
C 4.73273 -0.70624 1.83512 -1.330
C 3.86964 0.25620 1.30169 -0.817
N 2.65792 -0.24289 1.11587 0.477
H -0.89755 -5.46453 3.78468 0.376
H -0.71780 -3.94679 4.66015 0.299
H 0.64664 -5.04723 4.52184 0.425
H -1.25278 -4.94356 1.47972 0.376
H -0.66509 -3.76213 -0.57822 0.746
H 1.37468 -4.36383 -1.53774 0.443
H 1.37990 -5.19476 -3.81663 0.328
H 1.12419 -4.81252 -6.19712 0.373
H 2.37329 -3.64591 -6.61688 0.305
H 0.67591 -3.21162 -6.77792 0.346
H 1.55444 -1.19959 -5.26901 0.545
H 0.45973 0.70248 -4.64994 0.564
H 1.48246 3.11877 -3.90283 0.466
H 3.05633 2.48487 -1.73262 0.418
H 1.76944 -2.78951 3.59891 0.400
H 4.17406 -2.82692 2.30652 0.473
H 5.77290 -0.59901 2.08070 0.458
H 4.07807 1.27756 1.03280 0.534
O -1.90870 3.70598 2.47036 -0.552
C -1.19589 3.46493 1.52257 0.259
O -0.10772 2.70295 1.53700 -0.256
C -1.53974 3.98469 0.14443 0.529
C -1.94768 5.32454 -0.05627 -1.051
C -2.37876 5.67969 -1.29949 -0.838
C -2.45401 4.70348 -2.32347 1.197
C -2.93794 4.98039 -3.62488 -0.775
C -3.03687 3.97958 -4.54808 -0.593
C -2.65538 2.65857 -4.21839 -0.497
C -2.16733 2.36601 -2.97899 -0.336
C -2.05490 3.38844 -2.00823 -0.497
N -1.58006 3.05682 -0.77584 0.367
H -1.90120 6.02695 0.76302 0.533
H -2.68204 6.69750 -1.51424 0.431
H -3.23356 5.99281 -3.87061 0.394
H -3.41404 4.19366 -5.53886 0.391
H -2.74938 1.87675 -4.96108 0.437
H -1.85818 1.36673 -2.70088 0.493
C -0.15412 2.21873 4.68946 -1.981
C 0.70316 1.57294 3.59394 2.615
C 1.11234 0.17412 4.06650 -1.678
C 1.94292 2.43590 3.37246 -1.565
C -0.09586 1.40360 2.29630 -1.354
H 0.43525 2.39080 5.59292 0.492
H -0.99266 1.56948 4.95236 0.402
H -0.56479 3.17049 4.35509 0.299
H 1.47724 0.21206 5.09441 0.638
H 1.89686 -0.24263 3.43932 0.028
H 0.25943 -0.50957 4.03662 0.329
H 2.57842 2.41558 4.26029 0.445
H 1.66908 3.47174 3.17376 0.356
H 2.53020 2.07642 2.53040 0.066
H -1.14444 1.22617 2.55811 0.757
C -3.41567 -2.62587 1.61208 -0.671
N -3.86272 -1.24859 1.56451 -0.207
C -3.08231 -0.28339 1.02282 0.501
N -3.62397 0.96503 0.96244 -0.340
O -1.95980 -0.53580 0.58068 -0.589
H -4.28372 -3.27613 1.70002 0.392
H -2.74333 -2.80840 2.45366 0.246
H -2.87632 -2.86778 0.69898 0.098
H -4.78129 -1.01626 1.89369 0.182
H -4.43804 1.20584 1.49879 0.173
H -3.00533 1.71483 0.71352 -0.029

Entry 2:
63
Properties=species:S:1:pos:R:3:mulliken_spin:R:1 method="wB97M-V/def2-TZVPD" lumo_ha="0.007 / 0.006" de_lowest_ev=6.420 total_energy_ev=-81684.563 charge=0 e_homo_ev="-3.84 / -4.33" spin_multiplicity=3 orbital_gap_ev="4.042 / 4.495"
P -0.62696 2.33538 0.89429 -0.062
P -0.17714 -2.57251 -0.08281 -0.346
C -0.71779 0.78111 -0.22309 -0.393
C -1.22872 -0.56443 0.29492 -0.296
H 0.29104 0.86891 -0.82719 0.471
H -1.38701 1.00497 -1.09476 0.007
H -1.47613 -0.57157 1.37020 0.046
H -2.15842 -0.87723 -0.21928 0.011
C 0.23461 -3.41335 -1.63998 -0.004
H 0.50961 -4.46270 -1.41005 -0.010
H 1.11490 -2.93186 -2.11289 0.007
H -0.62748 -3.37009 -2.32675 -0.008
C -1.07024 -3.70629 0.98423 0.034
H -1.38801 -4.60994 0.42978 0.001
H -1.96155 -3.24237 1.43872 -0.007
H -0.37022 -3.98815 1.78485 -0.016
C 0.19215 3.63737 -0.06781 0.020
H 0.42719 4.46238 0.61936 -0.002
H -0.46524 4.05074 -0.84142 0.009
H 1.11429 3.25993 -0.53616 0.016
C -2.36543 2.67845 1.13323 -0.005
H -2.92246 1.74134 1.29129 0.008
H -2.75478 3.20044 0.24760 0.004
H -2.45073 3.33335 2.01106 -0.005
Ti 1.11065 -0.62098 -0.14312 2.269
C -1.25063 -0.52430 -2.99480 0.121
C 0.06443 -0.40905 -3.23232 0.032
C 0.57864 0.33560 -4.43885 0.071
C 0.19074 1.84237 -4.43414 -0.005
C 0.00126 2.35257 -3.03663 0.044
C -1.23408 2.40199 -2.50806 0.070
C -2.44917 1.80161 -3.17382 -0.003
C -2.25835 0.36375 -3.72640 -0.010
C 0.34425 2.23349 2.41669 0.047
H -1.67755 -1.32209 -2.36756 0.000
H 0.86390 -0.87166 -2.61832 -0.099
H 0.23041 -0.12840 -5.37831 0.003
H 1.67248 0.26202 -4.47676 0.007
H 0.94139 2.42870 -4.97694 -0.009
H -0.74683 1.97584 -5.00698 0.002
H 0.88765 2.79812 -2.57015 -0.072
H -1.51111 3.08640 -1.69378 0.001
H -2.75467 2.48466 -3.99715 0.004
H -3.31257 1.81407 -2.48497 -0.001
H -3.24598 -0.12368 -3.74869 0.001
H -1.99345 0.45356 -4.79441 0.000
H -0.21241 1.79149 3.25142 0.008
H 0.60102 3.27345 2.65837 0.002
H 1.27297 1.65967 2.28586 -0.010
Cl 3.18874 -3.57602 7.35229 0.001
C 2.83052 -2.69925 5.92511 0.006
C 3.82332 -1.91197 5.32347 -0.003
C 3.56230 -1.28064 4.10362 0.005
C 2.32290 -1.50905 3.49023 0.000
C 1.29787 -2.19386 4.14649 0.011
C 1.55228 -2.83015 5.35752 -0.003
C 1.96598 -0.93995 2.16912 0.053
O 2.71509 -1.02645 1.10783 -0.022
O 0.79363 -0.46328 1.98183 -0.003
H 4.76730 -1.78313 5.84817 0.000
H 4.27165 -0.58894 3.65614 0.001
H 0.28661 -2.21252 3.72932 0.003
H 0.77332 -3.38788 5.88135 0.000

Entry 3:
5
Properties=species:S:1:pos:R:3:mulliken_charge:R:1 method="wB97M-V/def2-TZVPD" lumo_ha="-0.144 / -0.144" de_lowest_ev=1.916 total_energy_ev=-35638.119 charge=0 e_homo_ev="-9.53 / -9.41" orbital_gap_ev="5.618 / 5.493"
O -1.35389 1.32297 -0.20790 -0.390
P -0.25235 0.39144 -0.13881 0.253
I 0.39042 -1.43010 2.67846 -0.131
I 1.87731 1.36493 -0.87778 0.130
I -0.66149 -1.64924 -1.45397 0.138

Entry 4:
40
Properties=species:S:1:pos:R:3:mulliken_spin:R:1 method="wB97M-V/def2-TZVPD" lumo_ha="0.192 / 0.192" total_energy_ev=-91641.639 charge=-2 e_homo_ev="-0.29 / -0.28" spin_multiplicity=2 orbital_gap_ev="5.517 / 5.506"
C -0.06600 2.03591 -0.09474 -0.033
C -1.20740 1.24771 -0.40183 -0.027
C -0.80292 0.20701 -1.31551 -0.029
C -2.57578 1.52550 0.03810 -0.003
C 0.55661 0.48071 -1.69216 -0.041
C 1.02003 1.57811 -0.91705 -0.047
C 2.36650 2.19208 -1.01816 0.010
C -0.01657 3.20534 0.81651 0.005
C -1.64782 -0.82210 -1.95377 0.011
C 1.29841 -0.19560 -2.78469 0.005
V 0.30749 -0.22271 0.66536 1.215
Cl -2.53292 -0.88545 1.05792 0.011
Cl -0.63905 0.41336 2.61918 -0.009
O 1.78528 -1.11518 -0.14754 -0.021
H -2.61704 2.24604 0.84918 0.000
H -2.99540 0.52360 0.48616 -0.003
H -3.24289 1.76857 -0.78823 -0.001
H -2.35142 -1.23145 -1.21410 -0.002
H -1.03803 -1.64458 -2.34585 -0.001
H -2.22892 -0.38553 -2.77494 -0.003
H 0.94534 -1.22264 -2.91354 0.000
H 2.37240 -0.21314 -2.57278 -0.002
H 1.15125 0.33216 -3.73668 -0.002
H 3.10703 1.44027 -1.31025 0.000
H 2.66447 2.62135 -0.05773 0.000
H 2.38221 2.99122 -1.77101 -0.003
H -0.74149 3.09416 1.62677 -0.001
H -0.23667 4.13481 0.27262 -0.001
H 0.97774 3.30179 1.27012 0.000
H 1.67902 -2.03673 -0.45549 0.011
O 1.84405 0.68453 1.66820 -0.052
H 2.51959 -0.01731 1.72663 0.009
F -0.25822 -4.40473 3.61672 0.000
C -0.86028 -3.60010 2.71277 0.001
F -1.76318 -4.30953 2.00750 0.000
F -1.49030 -2.60802 3.36896 0.000
S 0.44486 -2.92909 1.55666 0.003
O 1.17166 -1.94901 2.38001 -0.002
O 1.13387 -4.03557 0.96338 -0.001
O -0.41549 -2.19575 0.56328 0.003